No. 1
# C47H45Cl5F5N6O4PS3SeSiSr

C47H45Cl5F5N6O4PS3SeSiSr as an isolated structure at a distorted geometry (the ωB97M-V functional and the def2-TZVPD basis, the Open Molecules 2025 dataset).

Structure (XYZ):
```
119
Properties=species:S:1:pos:R:3
H 4.085 -0.609 3.580
C -1.182 3.848 -1.878
F 8.732 2.494 -1.061
H -4.755 2.351 -1.230
H -5.919 -4.022 -1.279
O -4.103 -0.875 -3.374
H -2.627 2.002 3.339
C 0.314 1.631 -3.362
H -1.156 -2.011 -6.008
N 2.263 -3.821 2.586
C 0.038 0.449 3.620
H -2.084 -3.037 -4.929
H -2.268 3.609 1.576
S -4.240 -2.002 -2.489
H -1.451 -3.762 -2.351
H -2.993 0.578 5.291
C 3.577 -1.570 3.541
H -4.977 0.651 -0.843
H 1.369 1.329 -7.027
C 0.224 0.342 -3.952
H 2.418 -2.774 -3.358
C -4.345 -0.496 1.847
C 0.804 3.345 -0.573
Cl 0.108 -0.791 2.430
H -2.389 -5.404 1.690
H -10.178 -0.939 -0.266
C 2.762 -2.963 1.664
H 0.658 -5.085 2.936
H -3.272 4.037 0.201
H 4.166 -2.321 4.077
H 0.547 -0.623 -5.836
H -5.083 -2.241 2.834
C 6.188 1.548 1.358
H 1.495 4.907 0.699
C 0.132 1.174 5.913
H -6.253 0.024 -2.573
F 6.193 1.108 2.634
N -1.906 -2.339 0.484
N -9.860 -1.866 -0.508
O -0.116 1.708 -2.034
F 4.055 2.384 -1.410
C -8.539 -1.899 -0.973
C -6.684 -0.831 -2.074
C 1.185 2.651 -5.348
H -4.704 -0.823 0.878
C -0.235 5.515 -0.424
C 7.527 2.244 -0.504
C 1.079 1.430 -5.989
Cl 0.482 -1.475 5.462
P -3.197 1.663 0.478
Cl -0.230 3.749 6.650
H 0.020 -3.275 -1.466
H -4.221 -1.562 5.057
H 1.154 -4.927 1.233
N -3.300 -1.669 -1.238
Cl -0.786 4.354 3.636
C -2.433 -4.474 1.155
C 7.432 1.796 0.802
H 0.105 -4.505 -2.683
H 2.118 -5.909 2.352
F 8.556 1.603 1.523
C 1.829 -2.700 -4.271
H 3.627 -1.133 1.510
H -8.219 -3.944 -0.412
C -5.917 -1.978 -1.924
S -3.553 -4.207 -0.123
N -0.181 -0.747 -3.229
C 5.133 2.168 -0.640
C -4.558 -1.301 2.953
H -0.263 6.511 0.001
H -4.056 3.561 1.729
Si 0.034 -2.346 -3.818
C 0.611 0.317 -5.308
H -10.048 -2.517 0.239
C -1.202 5.130 -1.344
C -0.375 2.753 4.152
C 1.511 -5.003 2.259
Cl 0.358 0.824 7.596
C -3.201 3.386 1.069
F 6.431 2.870 -2.497
H 2.283 -1.925 -4.884
S 2.593 -3.225 0.003
H 1.559 2.635 -0.264
C -0.147 2.470 5.479
H -0.855 -3.290 2.041
C 6.360 2.430 -1.228
C -3.179 1.081 3.222
C 0.208 0.168 4.953
H -5.641 1.893 0.245
C -3.389 0.275 4.331
H 1.566 3.527 -5.856
H 0.875 3.685 -3.493
H 2.238 -3.501 3.540
H 1.909 -3.648 -4.806
C -0.359 1.743 3.125
H -0.680 -3.695 -5.781
C -1.648 -3.387 1.319
Se 3.284 1.372 1.452
C -1.074 -2.810 -5.276
H -1.980 5.823 -1.640
C -6.484 -3.104 -1.343
C 0.793 2.741 -4.015
O -4.015 -3.346 -2.972
C -4.806 1.635 -0.408
C 4.989 1.719 0.672
H 2.611 -1.440 4.044
C -0.171 2.987 -1.482
C -7.985 -0.788 -1.605
C 0.756 4.627 -0.039
Sr -1.247 -0.394 -1.072
C -2.900 -2.620 -0.336
H -8.572 0.112 -1.727
N 3.434 -1.909 2.143
H -1.910 3.521 -2.609
O -0.717 1.946 1.945
C -4.074 -0.924 4.198
C -0.383 -3.558 -2.440
C -7.782 -3.063 -0.867
C -3.643 0.702 1.966
```

Results
Frontier orbital gap: 0.2106 Ha
Total charge: -2
Relative energy (zero: lowest compared OMol25 entry of this formula, charge and spin): 1.437 eV
Spin multiplicity: 1
F_max: 0.0317 hartree/bohr
LUMO energy: 3.335 eV

No. 2
# C10H18N2O5

A single C10H18N2O5 molecule at a distorted geometry (the ωB97M-V functional and the def2-TZVPD basis, the Open Molecules 2025 dataset).

Structure (XYZ):
```
35
Properties=species:S:1:pos:R:3
C -0.136 -2.299 -1.512
O 2.022 -0.227 -3.040
H -1.152 0.776 4.009
H -0.740 -2.610 -2.389
C -1.410 0.559 1.801
O 0.972 -4.491 -1.679
O -0.090 -0.060 -3.879
C 0.194 -0.791 -1.570
H -1.959 -0.063 1.039
H -0.977 -0.888 3.308
H 0.362 3.571 -0.507
O 2.219 -2.791 -1.065
O -1.915 1.947 -1.007
C 0.678 -0.276 -2.949
H 2.200 0.045 -3.985
C -1.536 0.038 3.244
H -1.670 1.624 1.845
C 1.114 -3.179 -1.394
N 0.089 3.057 0.325
H 0.590 -0.229 1.259
H 0.953 -0.579 -0.863
H -1.814 -0.287 -1.883
H -0.848 3.281 0.639
C 0.190 1.577 0.090
N -1.024 -0.078 -1.311
H 1.239 1.505 -0.353
H 1.133 0.969 3.350
H -2.624 -0.112 3.423
H 0.687 2.589 2.471
C 0.079 0.703 1.340
H 2.022 1.541 1.896
C 1.011 1.472 2.342
H -0.694 -2.527 -0.602
H 1.807 -4.982 -1.569
C -0.971 1.214 -0.825
```

Results
Structure (SMILES): CC[C@H](C)[C@H](N)C(=O)N[C@@H](CC(=O)O)C(=O)O
Frontier orbital gap: 0.3567 Ha
Total charge: 0
Relative energy (zero: lowest compared OMol25 entry of this formula, charge and spin): 1.671 eV
Spin multiplicity: 1
F_max: 0.0515 hartree/bohr
LUMO energy: 0.412 eV

No. 3
# C8H8N2

A single C8H8N2 molecule at a distorted geometry (the ωB97M-V functional and the def2-TZVPD basis, the Open Molecules 2025 dataset).

Structure (XYZ):
```
18
Properties=species:S:1:pos:R:3
H -1.152 -1.908 0.625
H 3.760 0.826 -0.052
N -3.598 0.467 -0.012
N -3.024 -0.351 -1.199
H -4.485 0.018 0.444
C -0.010 -0.211 0.042
C -1.269 -0.832 0.592
H -0.165 1.699 1.078
H 2.745 -1.081 -1.724
C 0.453 1.017 0.558
H 0.749 -1.890 -1.168
C -2.431 -0.260 -0.109
H 2.131 2.297 0.853
C 1.775 1.399 0.446
C 2.194 -0.455 -0.971
C 0.866 -0.897 -0.704
H -1.244 -0.492 1.646
C 2.703 0.655 -0.345
```

Results
Structure (SMILES): c1ccc(CC2=NN2)cc1
Frontier orbital gap: 0.3530 Ha
Total charge: 0
Relative energy (zero: lowest compared OMol25 entry of this formula, charge and spin): 4.724 eV
Spin multiplicity: 1
F_max: 0.0714 hartree/bohr
LUMO energy: 0.751 eV

No. 4
# C15H21NO4S

A single C15H21NO4S molecule (the ωB97M-V functional and the def2-TZVPD basis, the Open Molecules 2025 dataset).

Structure (XYZ):
```
42
Properties=species:S:1:pos:R:3
H 0.603 -2.722 2.080
H 5.025 2.001 -0.096
H -1.974 -3.431 -1.151
H -0.046 0.788 1.053
N 2.015 -0.641 0.126
C 2.587 0.688 0.020
C 2.023 -1.360 1.258
C -2.410 -1.391 -1.662
C -3.668 2.392 0.706
H 1.956 -3.514 1.227
O -4.018 -2.278 -0.140
H -5.124 2.048 2.254
H 4.246 -0.192 -1.007
C 0.482 1.735 0.971
H 1.004 1.914 1.908
H -1.890 -0.444 -1.805
C -3.425 -1.294 -0.530
H 1.922 2.703 -0.293
C -0.670 -2.175 -0.069
S -2.848 1.460 -0.468
H -3.474 3.444 0.775
H 3.080 0.872 0.980
H 5.296 1.858 -1.833
O 0.475 -2.869 0.016
C 1.470 1.716 -0.189
H -5.113 -0.474 1.552
C -4.522 1.644 1.461
C 3.629 0.704 -1.106
H -2.951 -1.641 -2.577
H -0.714 -2.689 -2.149
H 3.119 0.656 -2.072
H 3.967 2.842 -1.231
O -1.038 -1.388 0.762
C -4.520 0.292 1.087
O 2.606 -1.041 2.271
H -0.252 2.523 0.826
H 1.511 -0.983 -0.678
C 1.247 -2.684 1.195
C -1.419 -2.507 -1.338
H 0.942 1.490 -1.120
C 4.533 1.930 -1.062
C -3.663 0.019 0.048
```

Results
Structure (SMILES): CCC(CC)NC(=O)COC(=O)CCC(=O)c1cccs1
Frontier orbital gap: 0.3438 Ha
Total charge: 0
Relative energy (zero: lowest compared OMol25 entry of this formula, charge and spin): 0.359 eV
Spin multiplicity: 1
F_max: 0.0179 hartree/bohr
LUMO energy: 0.147 eV

No. 5
# H14O7

A 7-piece molecular cluster, H14O7 overall at a distorted geometry (the ωB97M-V functional and the def2-TZVPD basis, the Open Molecules 2025 dataset).

Structure (XYZ):
```
21
Properties=species:S:1:pos:R:3
H 1.367 -1.014 0.270
H 1.554 1.036 1.135
O -1.130 1.855 0.638
O -1.540 -0.800 1.420
H -1.751 -3.282 -0.800
O 1.299 -0.702 1.212
O 0.526 1.352 -1.664
H -1.257 0.907 0.902
H 2.380 2.451 1.082
H -0.939 -2.033 -1.221
O 1.661 1.994 0.669
H -0.183 1.641 -1.056
H 0.379 -0.883 1.418
H 0.567 -0.246 -1.830
H 1.416 -1.615 -2.303
H 1.282 1.609 -1.104
H -0.275 2.092 1.089
H -1.868 -1.354 0.684
O 0.858 -1.216 -1.566
O -1.753 -2.272 -0.770
H -2.045 -0.999 2.221
```

Results
Structure (SMILES): O.O.O.O.O.O.O
Frontier orbital gap: 0.4103 Ha
Total charge: 0
Relative energy (zero: lowest compared OMol25 entry of this formula, charge and spin): 0.490 eV
Spin multiplicity: 1
F_max: 0.0569 hartree/bohr
LUMO energy: 0.422 eV

No. 6
# C6H11NO6P

An isolated ion of composition C6H11NO6P and charge +1 at a distorted geometry (the ωB97M-V functional and the def2-TZVPD basis, the Open Molecules 2025 dataset).

Structure (XYZ):
```
25
Properties=species:S:1:pos:R:3
O -2.858 1.875 -0.707
N 2.443 -1.713 0.295
C 1.015 0.449 0.421
O -1.088 -1.242 -0.339
H -0.915 0.425 -1.595
C -2.684 0.488 -0.347
C 0.089 -1.724 -0.097
H -3.021 0.209 0.633
H -3.180 -0.133 -0.982
H -0.819 0.263 1.522
H -0.581 -3.367 -0.983
O 0.153 -3.096 -0.369
C -1.194 0.192 -0.466
H 3.174 -0.164 -0.606
H -1.350 2.458 0.156
P 2.086 1.579 -0.625
C 1.204 -1.050 0.298
O -0.431 2.192 0.501
C -0.391 0.852 0.613
O 1.918 1.211 1.287
H 2.370 -2.467 -0.373
O 3.304 0.704 -0.983
H 2.939 -2.008 1.199
H -3.740 2.258 -0.382
H 1.557 1.809 1.930
```

Results
Frontier orbital gap: 0.2902 Ha
Total charge: +1
Relative energy (zero: lowest compared OMol25 entry of this formula, charge and spin): 0.030 eV
Spin multiplicity: 1
F_max: 0.0629 hartree/bohr
LUMO energy: -3.986 eV

No. 7
# C4H7NO2

A 2-piece molecular cluster, C4H7NO2 overall (the ωB97M-V functional and the def2-TZVPD basis, the Open Molecules 2025 dataset).

Structure (XYZ):
```
14
Properties=species:S:1:pos:R:3
O -1.844 -3.022 -0.008
N 0.062 -1.040 -0.833
H 0.079 -1.769 -1.548
H 0.550 2.069 -0.969
H 0.237 2.147 1.479
C 0.871 1.211 -0.361
H 0.514 0.399 1.625
O -1.775 -1.360 1.625
H 1.949 1.361 -0.200
C 0.719 -0.020 -1.207
H -0.936 0.985 0.825
H 1.224 0.025 -2.183
C -1.778 -2.169 0.787
C 0.129 1.184 0.969
```

Results
Structure (SMILES): [H]/N=C/CC.O=C=O
Frontier orbital gap: 0.4085 Ha
Total charge: 0
Relative energy (zero: lowest compared OMol25 entry of this formula, charge and spin): 0.246 eV
Spin multiplicity: 1
F_max: 0.0160 hartree/bohr
LUMO energy: 0.828 eV

No. 8
# C30H32ClGeMnN5O2

C30H32ClGeMnN5O2 as an isolated structure (the ωB97M-V functional and the def2-TZVPD basis, the Open Molecules 2025 dataset).

Structure (XYZ):
```
72
Properties=species:S:1:pos:R:3
C 0.010 -2.038 -1.300
O -1.773 -2.445 0.191
C -3.808 2.318 -0.817
O -0.547 -1.937 2.742
C -0.404 -0.917 2.061
H -3.144 -0.374 -4.508
H 0.204 2.171 -5.308
H 5.163 0.249 -1.344
H -5.775 3.223 -0.794
H 2.700 -0.306 -2.175
N -1.702 1.443 -0.914
H 4.823 -1.484 -1.450
H -6.514 1.781 1.085
C 2.028 -1.147 -2.254
H -5.010 0.073 2.030
C -0.263 1.367 -4.747
C -0.380 0.404 2.845
H 1.852 -4.517 -2.716
Ge 3.953 -0.511 0.795
H -0.854 -0.561 4.674
C -3.359 0.544 0.768
N -3.098 2.895 -1.854
C 1.518 -3.518 -2.473
N -0.147 1.540 2.189
C -0.687 0.396 4.201
C -1.852 2.347 -1.831
H -1.083 2.647 -2.524
C -5.107 2.493 -0.355
H -3.350 3.713 -2.376
C -0.557 2.785 4.170
H -0.166 -4.142 -1.262
C -4.650 0.714 1.235
C -0.758 -1.807 -0.086
H 6.168 -0.906 -0.451
H 1.134 3.349 -1.623
C 5.269 -0.138 2.254
C -0.109 -0.294 -2.978
C -1.436 -0.665 -3.274
H -1.039 1.631 5.921
C 0.875 3.258 -0.559
H 6.048 -0.907 2.288
H -2.112 1.452 -5.854
C 2.409 -2.400 -2.581
H 2.492 1.214 1.664
H 2.672 -2.244 2.161
H 3.456 -2.565 -2.823
C 0.377 -3.308 -1.698
H -1.891 -1.452 -2.687
C -2.927 1.385 -0.255
N -0.296 -0.752 0.743
H -0.632 3.752 4.650
H 2.574 -2.629 0.444
C -0.784 1.605 4.867
C -5.509 1.682 0.692
C -1.560 0.975 -5.053
H 1.460 1.083 -3.508
Mn 0.467 1.105 0.026
H 5.744 0.831 2.078
H 3.248 1.735 0.184
C 2.670 0.902 0.619
Cl -0.423 4.651 -0.366
H 4.057 -3.012 1.354
H -2.715 -0.240 1.142
H -0.029 3.585 2.228
C -0.230 2.703 2.827
H 1.719 3.691 -0.016
C 0.455 0.753 -3.731
H 4.778 -0.102 3.230
C -2.131 -0.048 -4.295
C 3.247 -2.288 1.233
N 0.630 -0.935 -1.999
C 5.149 -0.687 -0.780
```

Results
Frontier orbital gap (spin up / spin down): 0.1681 / 0.1689 Ha
Total charge: -2
Relative energy (zero: lowest compared OMol25 entry of this formula, charge and spin): 0.000 eV
Spin multiplicity: 6
<S²>: 8.7573
F_max: 0.0174 hartree/bohr
LUMO energy (spin up / spin down): 4.434 / 4.421 eV